No. 1
{"formula": "C3H11N2", "method": "ωB97M-V/def2-TZVPD", "spin_multiplicity": 2, "de_lowest_kj_mol": 156.4, "orbital_gap_ev": [3.9, 11.0], "s_squared": 0.7505, "symbols": ["N", "N", "C", "C", "C", "H", "H", "H", "H", "H", "H", "H", "H", "H", "H", "H"], "xyz": [[-0.275354, -1.115854, -0.175829], [-0.452134, 1.520967, -0.899314], [0.728244, 1.139031, -0.126763], [1.002891, -0.357979, -0.266990], [-0.897567, -1.072353, 1.168472], [-0.264430, 1.511529, -1.899623], [0.561876, 1.396558, 0.923989], [-0.729685, 2.483964, -0.738629], [1.610092, 1.703378, -0.401273], [-0.166894, -1.267388, 1.944715], [1.344610, -0.511663, -1.293533], [-0.942915, -0.628802, -0.806389], [-1.360237, -0.103253, 1.288246], [1.615215, -0.722441, 0.542439], [-1.689255, -1.821612, 1.144213], [-0.084455, -2.154076, -0.403726]], "forces_ev_per_a": [[0.3, 0.7, 0.7], [-0.2, 0.3, -0.5], [-0.2, 0.1, 0.6], [-1.2, 0.9, -0.4], [-0.4, 0.0, -0.3], [0.1, -0.3, 0.1], [-0.2, -0.1, -0.1], [0.0, -0.1, 0.4], [0.5, 0.0, -0.3], [0.0, -0.1, 0.0], [0.5, -0.5, 0.2], [0.1, -0.6, -0.3], [0.0, 0.3, 0.2], [0.7, -0.2, -0.2], [0.1, -0.2, 0.2], [-0.2, -0.1, -0.5]], "mulliken_spin": [1.092, 0.254, -0.053, 1.116, 0.821, -0.095, -0.059, -0.048, -0.071, 0.010, -0.430, -0.047, 0.011, -0.151, -0.567, -0.783]}



No. 2
{"formula": "C25H32F7NO11S", "method": "ωB97M-V/def2-TZVPD", "smiles": "[H]/N=C/C[C@@]1(COc2ccccc2)OC(=O)O[C@@]1(C(=O)C(F)(F)C(F)(F)C(F)(F)C(=O)O)S(=O)(=O)F.CCOCC.CCOCC", "orbital_gap_ev": 7.8, "symbols": ["S", "F", "F", "F", "F", "F", "F", "F", "O", "O", "O", "O", "O", "O", "O", "O", "O", "O", "O", "N", "C", "C", "C", "C", "C", "C", "C", "C", "C", "C", "C", "C", "C", "C", "C", "C", "C", "C", "C", "C", "C", "C", "C", "C", "C", "H", "H", "H", "H", "H", "H", "H", "H", "H", "H", "H", "H", "H", "H", "H", "H", "H", "H", "H", "H", "H", "H", "H", "H", "H", "H", "H", "H", "H", "H", "H", "H"], "xyz": [[-3.635396, -0.082374, 1.495704], [-2.648898, -2.561065, -1.092051], [-1.907752, -3.668007, 0.601489], [-3.405019, 0.978935, 0.358636], [-0.386313, -2.587064, -2.311287], [0.937224, -2.895457, 0.912779], [1.489599, -1.625475, -0.807183], [-0.459496, -4.433332, -1.231143], [7.190398, -3.500299, -4.194913], [0.605514, 1.176735, 1.620977], [-0.126822, -1.085993, 3.011376], [-4.653780, 5.052553, 1.317626], [-4.563902, -1.046384, 1.021077], [2.922786, -4.201454, -0.037648], [2.151086, -4.299679, -2.142131], [-2.211268, -2.012807, 2.738872], [-0.951384, -0.398884, -0.182429], [-4.151938, 0.598771, 2.632568], [-0.484279, -3.287817, 3.567043], [0.511582, 0.811537, 5.187598], [-5.829414, 4.266054, 1.404759], [-1.478861, -1.276520, 0.451626], [0.863677, 2.231426, 0.779438], [-1.609280, -2.663101, -0.229514], [6.038596, -4.299499, -2.173806], [6.051028, -3.357236, -3.364968], [0.077551, 2.558561, -0.306875], [-4.467491, 5.760946, 0.106129], [-0.860174, -2.236419, 3.164252], [7.359593, -4.766959, -4.802471], [-2.028400, -0.930857, 1.867902], [1.549659, 4.362667, -0.898597], [2.316076, 4.058337, 0.203232], [-5.903596, 3.164539, 0.362233], [-0.364095, -3.082516, -1.080621], [-0.644859, 1.304116, 2.289434], [2.110539, -3.858392, -0.851511], [1.967931, 3.013180, 1.019911], [1.012083, -2.824094, -0.416106], [-5.562481, 6.773269, -0.184334], [0.422678, 3.601658, -1.123563], [-1.145164, -0.070494, 2.782876], [6.222508, -5.155127, -5.732676], [-1.670937, 0.227061, 4.224891], [-0.554729, 0.136633, 5.270942], [5.924851, -5.340042, -2.485058], [-6.517999, 6.286068, -0.387263], [-6.012787, 3.570503, -0.645519], [-1.407621, 1.794068, 1.666887], [2.592005, 2.788497, 1.881816], [-0.824433, 1.996160, -0.530967], [6.035534, -4.364782, -6.461091], [-5.303130, 7.371883, -1.058475], [2.075089, -5.262662, -2.087080], [-2.468439, -0.439358, 4.565756], [7.521978, -5.537908, -4.040853], [-0.472777, 1.980525, 3.133993], [6.072045, -2.328156, -3.004226], [-5.814234, 3.815265, 2.397890], [8.283122, -4.700072, -5.379008], [-2.066608, 1.244089, 4.324587], [6.973010, -4.225617, -1.615135], [-0.192586, 3.827584, -1.990935], [-5.707365, 7.437375, 0.669008], [5.293362, -5.322978, -5.184601], [-4.995238, 2.566178, 0.376552], [6.465187, -6.076158, -6.264407], [3.201627, 4.644931, 0.429075], [-4.348369, 5.063064, -0.730546], [-6.720245, 4.902876, 1.365627], [1.096959, 0.560624, 5.984758], [-0.671283, -0.570604, 6.105309], [5.133300, -3.461575, -3.954689], [-6.758860, 2.515185, 0.553630], [-3.516884, 6.285665, 0.211012], [5.209506, -4.059956, -1.507561], [1.826902, 5.169662, -1.568030]], "forces_ev_per_a": [[-3.7, -0.8, 1.7], [0.0, 0.2, 0.0], [0.3, 0.2, 0.4], [0.9, -0.7, 0.4], [-0.1, 0.6, 0.1], [-0.5, 0.3, 0.2], [-0.2, 0.3, 0.3], [-0.2, -0.1, 0.3], [0.1, 0.2, 0.0], [-0.7, -0.2, -0.2], [-0.9, -1.1, -0.4], [0.1, 0.0, 0.2], [1.0, -0.6, -1.4], [-0.8, 0.3, -0.4], [-1.0, 0.6, 0.5], [1.0, -0.6, -0.8], [-0.6, -0.7, 0.3], [1.5, 1.0, 0.2], [-0.4, 1.2, -0.3], [-0.3, 0.0, 0.1], [-0.1, -0.1, 0.0], [1.1, 0.8, -0.1], [0.2, 0.4, -0.2], [-0.7, -0.2, -0.4], [0.0, -0.2, -0.1], [-0.1, 0.0, 0.1], [-1.0, -0.8, 0.0], [0.0, 0.1, -0.1], [0.4, -0.8, 0.4], [0.0, -0.1, -0.1], [-0.8, 1.3, -0.1], [0.1, 0.2, -0.1], [0.6, 0.6, -0.2], [0.0, 0.1, -0.2], [0.3, -0.8, 0.2], [1.1, -0.1, -0.2], [1.2, -0.8, 0.7], [0.9, -0.4, 1.2], [1.1, -0.5, -1.4], [-0.2, -0.1, 0.0], [-0.3, 0.6, -1.0], [0.9, 1.6, 0.8], [-0.2, 0.0, 0.1], [-0.7, 0.0, 0.8], [0.4, -0.2, -0.2], [-0.1, 0.0, 0.0], [0.0, 0.0, -0.1], [-0.1, 0.0, 0.0], [0.1, -0.3, 0.0], [-0.1, -0.1, -0.1], [0.2, 0.0, 0.0], [0.1, 0.0, 0.0], [0.0, 0.0, 0.0], [0.4, -0.1, -0.2], [0.1, 0.0, -0.4], [-0.1, 0.0, 0.0], [-0.1, -0.3, 0.0], [0.1, 0.0, -0.1], [0.1, 0.1, 0.0], [0.0, 0.1, 0.1], [-0.1, -0.2, -0.4], [0.0, 0.1, 0.0], [0.0, -0.1, 0.1], [0.1, 0.0, 0.0], [0.0, -0.1, 0.0], [-0.1, 0.0, 0.1], [0.0, 0.0, 0.0], [-0.1, -0.1, 0.0], [-0.1, 0.0, 0.0], [0.0, 0.0, -0.1], [0.2, 0.3, -0.1], [-0.4, 0.1, -0.3], [0.0, -0.1, 0.0], [0.0, 0.0, 0.0], [0.0, -0.1, 0.1], [0.0, 0.0, 0.0], [-0.1, -0.1, 0.1]], "mulliken_charge": [1.650, -0.284, -0.317, -0.225, -0.277, -0.283, -0.300, -0.346, -0.432, -0.237, -0.467, -0.441, -0.695, -0.478, -0.428, -0.524, -0.227, -0.621, -0.512, -0.486, -0.390, -1.383, -0.093, 0.974, -0.885, -0.313, 0.187, -0.222, 0.241, -0.301, 2.559, -0.475, -0.528, -0.751, 0.683, -1.364, -0.063, -0.067, 1.074, -1.122, -0.940, 0.633, -0.974, -1.324, -0.321, 0.240, 0.273, 0.349, 0.460, 0.419, 0.316, 0.287, 0.403, 0.372, 0.390, 0.276, 0.742, 0.332, 0.343, 0.338, 0.674, 0.334, 0.380, 0.288, 0.205, -0.050, 0.387, 0.380, 0.249, 0.312, 0.279, 0.420, 0.266, 0.436, 0.356, 0.232, 0.407]}



No. 3
{"formula": "C6H16", "method": "ωB97M-V/def2-TZVPD", "de_lowest_kj_mol": 233.7, "smiles": "CCC.CCC", "orbital_gap_ev": 11.7, "symbols": ["C", "C", "C", "C", "C", "C", "H", "H", "H", "H", "H", "H", "H", "H", "H", "H", "H", "H", "H", "H", "H", "H"], "xyz": [[-3.161228, 1.213914, -0.797956], [3.605394, -0.741886, 1.655985], [3.253716, -3.037486, 0.379381], [2.743038, -1.600321, 0.590498], [-2.455057, 2.406214, -0.078039], [-4.203922, 1.596410, -1.856426], [2.683909, -1.120107, -0.373721], [-3.657604, 0.700878, 0.123347], [-1.602706, 2.856057, -0.637430], [2.649103, -3.923809, 0.094219], [-4.553143, 0.685291, -2.299939], [-1.983298, 2.014636, 0.652617], [-5.005326, 2.137874, -1.474685], [3.769514, -3.338565, 1.324574], [4.495364, -0.510834, 1.152385], [-2.234941, 0.654833, -1.085074], [3.207479, 0.122608, 1.908565], [-3.680953, 2.325951, -2.620562], [-3.046486, 3.242215, 0.300078], [3.661199, -1.387549, 2.563907], [3.948371, -2.828433, -0.495544], [1.567587, -1.467892, 0.973818]], "forces_ev_per_a": [[0.2, 0.9, 2.7], [-0.4, -5.9, -1.8], [1.4, 0.5, -0.2], [-3.7, 1.2, 2.3], [-2.1, 2.8, -5.2], [3.6, 0.4, -1.5], [0.2, 0.4, -0.2], [0.6, 0.2, -1.9], [-0.8, -0.1, -0.4], [-0.4, 1.1, 0.1], [-0.3, -0.2, -0.7], [3.1, -2.7, 5.6], [-1.4, 0.8, 1.0], [0.1, 0.1, -1.0], [1.9, -0.1, -0.1], [-1.4, -0.3, -0.5], [-2.4, 4.0, 1.0], [-1.1, -1.7, 1.1], [-0.4, -0.2, -0.2], [0.6, 0.6, -0.7], [-0.1, -1.1, 1.3], [2.9, -0.9, -0.8]], "nbo_charge": [-0.391, -0.588, -0.634, -0.379, -0.589, -0.604, 0.192, 0.190, 0.189, 0.224, 0.210, 0.190, 0.206, 0.204, 0.199, 0.207, 0.199, 0.197, 0.196, 0.199, 0.207, 0.176]}



No. 4
{"formula": "C3H4N2O", "method": "ωB97M-V/def2-TZVPD", "de_lowest_kj_mol": 302.6, "orbital_gap_ev": 9.0, "symbols": ["O", "N", "N", "C", "C", "C", "H", "H", "H", "H"], "xyz": [[-1.486546, 1.056135, -1.350567], [-0.833888, 0.161501, 0.710271], [0.566784, -0.131085, -0.967912], [0.390426, -0.409870, 1.205239], [-0.759701, 0.462915, -0.590905], [1.387263, -0.555255, 0.310798], [1.035729, 0.397519, -1.703525], [-1.592259, 0.509409, 1.274876], [0.472322, -1.091253, -1.301521], [0.401415, -0.732863, 2.237409]], "forces_ev_per_a": [[0.4, -0.3, 0.3], [-0.1, 0.1, -0.1], [0.2, -0.1, -0.2], [0.3, -0.1, 0.0], [-0.2, 0.0, -0.1], [-0.4, 0.2, 0.3], [0.0, 0.0, 0.3], [0.1, -0.1, 0.0], [-0.4, 0.1, -0.4], [0.1, 0.2, -0.1]], "nbo_charge": [-0.579, -0.605, -0.662, -0.237, 0.760, -0.204, 0.435, 0.424, 0.449, 0.218]}



No. 5
{"formula": "C22H43N2P3STi", "method": "ωB97M-V/def2-TZVPD", "orbital_gap_ev": [3.9, 3.9], "charge": 4, "symbols": ["Ti", "S", "P", "P", "P", "N", "N", "C", "C", "C", "C", "C", "C", "C", "C", "C", "C", "C", "C", "C", "C", "C", "C", "C", "C", "C", "C", "C", "C", "H", "H", "H", "H", "H", "H", "H", "H", "H", "H", "H", "H", "H", "H", "H", "H", "H", "H", "H", "H", "H", "H", "H", "H", "H", "H", "H", "H", "H", "H", "H", "H", "H", "H", "H", "H", "H", "H", "H", "H", "H", "H", "H"], "xyz": [[-0.721512, 0.439848, 1.243219], [-1.087877, -0.935161, -3.587405], [0.793223, -3.551392, -2.111519], [1.723326, 0.315576, 0.808051], [-1.071008, 2.745467, 0.669212], [-0.953100, -1.969216, 7.015352], [-0.705609, -0.498115, 3.147953], [0.286124, 1.019469, -4.898072], [-0.085970, 3.220844, -0.798639], [-2.432644, -0.350703, 0.644748], [-1.164301, -2.308259, 4.647760], [0.360982, -3.675008, -0.371917], [-0.637541, 3.897271, 1.997374], [-0.332142, -0.200954, 5.498584], [-1.933396, 1.561615, -4.032688], [-2.768313, 3.209527, 0.183626], [-1.107886, -1.784388, 3.367771], [-0.612446, 3.262909, -5.138413], [-1.798057, 2.866834, -4.486938], [-1.470045, -0.235964, -0.442546], [0.417802, 2.330367, -5.351051], [-0.818004, -1.499868, 5.749870], [2.593925, -1.120104, 1.542129], [2.333986, 0.375945, -0.912372], [0.516933, -5.129459, -2.920678], [2.493869, -3.037767, -2.364920], [-0.886724, 0.604901, -4.210442], [2.535915, 1.718252, 1.661132], [-0.289591, 0.273938, 4.199811], [0.455977, -4.718060, -0.027994], [1.416331, -5.755635, -2.828256], [-1.498802, 3.996214, 2.672542], [3.618660, 1.525238, 1.695664], [0.213327, 3.523350, 2.583414], [2.746835, -1.920458, 0.806148], [3.013763, -3.837306, -2.906840], [-0.745047, -1.399460, 7.824391], [-0.849018, -1.092698, -0.736124], [0.991895, 3.128644, -0.606234], [1.323769, 2.642196, -5.876520], [-2.620957, 3.578665, -4.342119], [0.076868, 1.274970, 3.948571], [-1.686930, 0.398358, -1.317322], [-3.280114, 0.349393, 0.662513], [-2.643855, -1.348097, 1.059932], [3.005246, -2.851245, -1.411205], [-0.348573, 2.581609, -1.656321], [-0.027363, -2.523979, -2.737578], [0.991120, -3.025548, 0.255232], [-0.341184, -5.649415, -2.475385], [2.161749, 1.813140, 2.691207], [1.083730, 0.297530, -5.046063], [1.664226, 0.989451, -1.529677], [-0.512394, 4.291261, -5.495416], [-0.008328, 0.428749, 6.323525], [2.348010, 2.665061, 1.137742], [-0.393711, 4.879557, 1.570157], [-2.737793, 3.848727, -0.711798], [-0.332712, 4.267885, -1.044895], [-2.838748, 1.248065, -3.514381], [-1.402258, -2.366381, 2.488220], [-0.691337, -3.381720, -0.229172], [2.365554, -0.636758, -1.341926], [-1.314276, -2.896895, 7.187605], [2.486543, -2.135036, -2.989185], [-3.253647, 3.739122, 1.014899], [-1.491361, -3.332979, 4.805734], [2.013006, -1.527205, 2.380057], [3.343439, 0.815406, -0.933749], [-3.370050, 2.321026, -0.039876], [0.314207, -4.950887, -3.983686], [3.574285, -0.800264, 1.925177]], "forces_ev_per_a": [[-0.1, 0.2, 3.6], [-0.3, 2.1, -1.3], [-0.3, -0.2, -0.3], [1.5, -0.5, -0.3], [-0.5, 2.0, -0.6], [0.2, 0.5, -1.3], [0.2, 0.2, -1.0], [1.4, 1.3, -0.9], [0.2, 0.0, -0.1], [-0.4, -1.1, -0.8], [-0.1, -0.1, -1.4], [-0.3, 0.1, 0.6], [0.2, 0.1, 0.3], [0.3, 1.1, -0.8], [-1.0, 1.7, -0.1], [-0.3, -0.2, -0.1], [0.1, 0.1, 1.3], [-0.3, -0.2, -0.1], [-0.8, -0.8, 0.6], [-0.5, -0.5, -1.7], [0.6, -1.2, 0.1], [-0.2, -0.6, 1.7], [0.0, -0.2, 0.3], [0.1, 0.2, -0.2], [-0.2, 0.0, -0.2], [0.2, 0.1, -0.1], [-0.5, -1.6, 0.8], [-0.1, 0.2, 0.0], [-0.3, -1.1, 0.6], [0.1, 0.3, -0.2], [-0.2, 0.2, 0.1], [0.2, 0.0, -0.2], [-0.3, 0.2, 0.0], [-0.1, 0.3, -0.2], [0.0, 0.3, 0.2], [0.0, 0.2, 0.1], [0.0, -0.1, -0.1], [-0.4, -0.1, 0.0], [-0.3, 0.1, -0.1], [-0.3, -0.2, 0.2], [0.4, -0.3, -0.1], [-0.1, -0.2, 0.3], [0.2, -0.1, 0.6], [0.3, -0.4, 0.1], [-0.2, 0.5, -0.2], [-0.1, -0.1, -0.3], [0.0, 0.2, 0.3], [0.9, -1.3, 0.9], [-0.2, -0.3, -0.3], [0.2, 0.1, -0.1], [0.2, -0.1, -0.2], [-0.1, 0.1, -0.1], [0.2, -0.1, 0.1], [0.0, -0.3, 0.1], [-0.1, -0.1, -0.2], [0.1, -0.2, 0.1], [-0.1, -0.2, 0.2], [0.0, -0.1, 0.4], [0.2, -0.4, 0.1], [0.1, 0.1, -0.2], [0.1, 0.2, 0.5], [0.3, -0.2, -0.1], [0.0, 0.4, 0.3], [0.0, 0.1, 0.0], [0.2, -0.2, 0.2], [0.1, -0.1, -0.3], [0.0, 0.2, -0.1], [0.2, 0.1, -0.1], [-0.3, -0.2, -0.1], [0.1, 0.3, 0.0], [0.1, -0.1, 0.1], [-0.3, -0.2, -0.2]], "mulliken_charge": [0.116, 0.178, 1.235, 1.144, 1.362, -0.417, -0.036, -0.303, -1.006, -0.883, -0.788, -1.038, -1.281, -0.989, -0.277, -1.321, -0.447, -0.216, -0.621, 1.320, -0.661, 1.165, -1.184, -0.507, -1.149, -1.272, 0.627, -1.345, -0.347, 0.518, 0.434, 0.484, 0.525, 0.319, 0.251, 0.483, 0.227, -0.951, 0.344, 0.463, 0.470, 0.432, -0.109, 0.153, 0.393, 0.366, -0.117, -0.467, 0.136, 0.426, 0.360, 0.489, 0.065, 0.488, 0.405, 0.354, 0.454, 0.409, 0.558, 0.530, 0.293, 0.385, -0.232, 0.222, 0.376, 0.449, 0.389, 0.372, 0.544, 0.338, 0.435, 0.477]}



Electronic energy list, top to bottom, in eV: -6266.05948 -80309.54862 -6479.23573 -8200.74872 -88268.09233